50
Properties=species:S:1:pos:R:3:mulliken_charge:R:1 method="wB97M-V/def2-TZVPD" homo_ha=-0.576 energy_ev=-26344.073 gap_ha=0.333 lumo_ev=-6.596 charge=+2
N -2.45518 1.85790 1.25318 -0.16
H -2.22948 1.79610 2.24527 0.34
H -3.37226 1.43485 1.07991 0.43
H -1.72384 1.33326 0.65504 0.09
H -2.48421 2.84085 0.98421 0.41
Ba 1.10771 2.44004 -0.85229 1.85
O -0.55284 0.52061 -0.13331 -1.08
H -0.07253 -0.14019 0.38144 -0.06
C 0.31867 -1.33363 3.23360 -0.49
O 1.55654 -0.76813 2.73407 -0.62
H 0.19677 -2.36550 2.89951 0.31
H 0.29659 -1.33456 4.32294 0.31
H -0.51980 -0.76234 2.83818 0.15
H 2.26652 -1.37538 2.96760 0.32
C 0.95191 2.80615 3.02369 -0.77
O 0.93492 1.86922 1.93948 -0.06
H 0.32665 2.47839 3.85969 0.29
H 1.95421 2.95753 3.42926 0.27
H 0.56804 3.77334 2.69220 0.31
H 1.00199 0.97839 2.32465 0.11
C 0.06478 -3.03594 -0.77176 -0.57
O 0.42906 -1.83050 -1.46868 -0.66
H 0.37178 -2.98467 0.27725 0.19
H -1.01062 -3.20400 -0.83003 0.23
H 0.55609 -3.88962 -1.22718 0.33
H -0.05430 -1.10705 -1.04711 0.25
C 2.21311 0.21543 -4.00945 -0.76
O 1.54806 0.32721 -2.73949 -0.24
H 2.25815 1.19003 -4.49149 0.30
H 3.23364 -0.13986 -3.85951 0.27
H 1.68234 -0.47230 -4.66385 0.28
H 1.16639 -0.52931 -2.47117 0.41
C -3.48472 -1.66065 0.13727 -0.51
O -2.66041 -0.87998 1.02829 -0.51
H -3.86487 -2.50956 0.69870 0.28
H -4.32848 -1.07594 -0.22795 0.24
H -2.90194 -2.02668 -0.70866 0.11
H -1.96903 -0.42593 0.52563 0.35
C -2.46285 0.62908 -3.18855 -0.55
O -2.65435 1.03953 -1.82839 -0.55
H -2.73362 -0.42177 -3.31869 0.26
H -3.12971 1.22817 -3.79908 0.30
H -1.41976 0.74591 -3.49538 0.13
H -1.93808 0.65293 -1.30631 0.43
C 4.18025 0.27975 0.03550 -0.74
O 2.74942 0.42554 0.18900 -0.18
H 4.49569 -0.73819 0.24327 0.31
H 4.45385 0.56318 -0.98018 0.27
H 4.71707 0.94849 0.71331 0.29
H 2.42270 -0.32022 0.70637 0.08

22
Properties=species:S:1:pos:R:3:mulliken_charge:R:1 method="wB97M-V/def2-TZVPD" homo_ha=-0.301 smiles="C=C(N)C[C@@H](C)N.O" energy_ev=-10436.836 gap_ha=0.330 lumo_ev=0.780 charge=0 de_lowest_ev=4.192
C 1.45308 -1.17561 0.67339 -1.30
C 0.10405 -0.87205 -0.05714 0.47
C -0.47410 0.51856 -0.00321 -1.20
C 0.13012 1.24399 -1.21999 0.82
C 0.90292 2.29486 -1.15443 -1.25
N -0.31790 0.81696 -2.47928 -0.46
N -1.15901 -1.65235 0.28795 -0.55
H 1.46928 -1.84433 1.53560 0.28
H 2.09186 -1.72351 0.03988 0.34
H 1.74326 -0.07626 0.86570 0.30
H 0.40362 -1.14982 -1.09459 0.39
H -1.46234 0.42122 -0.02546 0.55
H -0.07380 1.06552 0.80694 0.34
H 1.25211 2.74774 -2.04570 0.28
H 1.20232 2.97353 -0.29790 0.21
H -0.05400 1.29032 -3.29424 0.18
H -0.50854 -0.11999 -2.60308 0.19
H -1.63606 -1.52417 1.11529 0.22
H -0.90471 -2.57398 -0.16966 0.23
H -0.22882 -0.06757 2.60646 0.22
H -0.47809 -0.34028 3.98901 0.30
O -0.64676 -0.66116 3.05991 -0.55

131
Properties=species:S:1:pos:R:3:mulliken_charge:R:1 method="wB97M-V/def2-TZVPD" homo_ha=-0.306 smiles="[H]/N=C/C[C@@H](C=C)O[C@@](COCC)(c1ccccc1)[C@](CCCCS(=O)(=O)O)(N=C=S)O[C@@H](CCO)C[C@@H](O)CN.O=C1c2ccccc2C(=O)c2ccccc21.O=C1c2ccccc2C(=O)c2ccccc21" energy_ev=-108688.317 gap_ha=0.260 lumo_ev=-1.257 charge=0
C 2.51540 -1.14346 2.81693 -0.92
C 2.67253 -0.01243 1.94388 -0.44
C 1.42804 0.69891 1.17243 0.21
C 1.07667 2.04705 2.03690 -0.10
C 2.02123 2.14809 3.32830 0.18
N 1.58745 1.85665 4.54842 -0.72
O 0.25079 -0.11811 1.19041 0.12
C -0.47812 -0.13491 -0.05084 1.55
C -1.00449 1.28904 -0.55973 -0.78
O 0.00223 2.10410 -1.22597 -0.32
C -0.21715 3.51283 -0.99717 -0.17
C -1.36136 4.15129 -1.96245 -1.02
C 0.38189 -0.84359 -1.23576 0.62
C 0.12504 -0.58091 -2.75630 -0.39
C 0.98092 -1.22689 -3.88886 -0.66
C 2.16859 -2.18990 -3.57864 -0.64
C 2.42884 -2.48264 -2.06794 -0.86
C 1.57787 -1.82045 -0.93661 -0.21
C -1.78714 -1.08110 0.25981 -0.22
C -1.57348 -2.06934 1.50964 -0.06
C -0.44818 -3.19055 1.30968 0.24
C -0.84382 -4.40968 2.32558 -0.61
C -1.73967 -5.49330 1.51012 -0.67
S -3.30249 -5.96919 2.38600 1.21
O -4.34646 -6.19566 1.30028 -0.67
O -3.15375 -7.29587 3.10988 -0.64
O -3.88418 -4.77985 3.41181 -0.44
N -1.97905 -2.01334 -0.93303 -0.17
C -2.92679 -1.58168 -1.69726 0.33
S -3.84236 -0.71603 -2.80181 -0.22
O -3.02062 -0.33068 0.34776 -0.37
C -3.25452 0.24211 1.65582 0.80
C -3.95938 1.69185 1.38305 -0.78
C -5.16007 1.60019 0.31484 0.10
O -5.48969 2.99173 -0.04346 -0.57
C -4.36050 -0.57728 2.53525 -0.33
C -4.01112 -0.32777 4.11054 -0.03
O -4.80954 0.78345 4.65753 -0.61
C -4.18057 -1.65519 5.00625 -0.47
N -3.61960 -1.45795 6.39717 -0.70
H 2.95207 -2.14917 2.45987 0.28
H 2.03520 -1.05924 3.84906 0.29
H 3.70738 0.43837 1.69889 0.40
H 1.83256 0.99193 0.15092 0.56
H -0.00084 1.94613 2.44126 -0.18
H 1.17089 2.99549 1.41040 -0.02
H 3.11143 2.47720 3.12277 0.12
H 2.38653 1.99799 5.20323 0.35
H -1.88492 1.21920 -1.30780 0.51
H -1.30007 1.88058 0.39196 -0.12
H -0.38102 3.79803 0.10022 0.20
H 0.76358 4.04158 -1.31187 0.33
H -1.42159 5.27360 -1.70971 0.37
H -2.36520 3.62501 -1.83812 0.22
H -0.94941 4.10368 -3.03648 0.28
H -0.70025 0.13692 -3.07002 0.24
H 0.71819 -0.93481 -4.96848 0.36
H 2.78438 -2.63086 -4.43395 0.38
H 3.27694 -3.21548 -1.80507 0.31
H 1.87999 -2.09787 0.13757 0.02
H -2.57711 -2.63757 1.62892 -0.03
H -1.38855 -1.55648 2.50900 0.17
H 0.53504 -2.77308 1.70643 -0.55
H -0.39496 -3.64997 0.26960 0.28
H 0.13998 -4.87237 2.70517 0.42
H -1.38893 -4.03197 3.26460 0.28
H -1.08604 -6.43454 1.38117 0.39
H -2.01285 -5.09188 0.47913 0.34
H -4.61622 -4.29083 2.95026 0.36
H -2.30460 0.47140 2.25245 -0.22
H -3.21281 2.50531 1.10058 0.19
H -4.40034 2.00986 2.40556 0.21
H -4.88032 1.07765 -0.65864 -0.05
H -6.10870 1.17274 0.80586 0.19
H -5.87995 2.99004 -0.94367 0.33
H -5.41746 -0.15342 2.39812 0.60
H -4.38820 -1.68946 2.28092 0.09
H -2.91065 0.00913 4.25489 0.06
H -4.21602 1.56247 4.56807 0.37
H -3.51380 -2.47761 4.54080 0.18
H -5.26304 -1.98929 5.14179 0.34
H -2.70882 -0.96537 6.34288 0.27
H -4.24982 -0.87654 6.96516 0.29
C 11.32753 5.12762 4.17203 -0.46
C 11.26634 6.51839 4.11635 -0.47
C 10.03729 7.16490 4.18652 -0.53
C 8.86279 6.42064 4.30070 0.15
C 8.92241 5.02708 4.33191 0.17
C 10.15891 4.38196 4.27888 -0.54
C 7.68056 4.22393 4.40308 0.54
O 7.73156 3.00637 4.43405 -0.67
C 6.37545 4.92229 4.42722 -0.10
C 5.19479 4.17819 4.43626 -0.36
C 3.96405 4.82524 4.47224 -0.01
C 3.90789 6.21694 4.50883 -0.82
C 5.08169 6.96196 4.49440 -0.56
C 6.31803 6.31562 4.44375 0.22
C 7.56064 7.11852 4.39274 0.67
O 7.51239 8.33631 4.42032 -0.67
H 12.28791 4.62418 4.12640 0.39
H 12.17813 7.09903 4.02027 0.40
H 9.99639 8.24884 4.14787 0.46
H 10.21266 3.29864 4.31631 0.46
H 5.23145 3.09304 4.41120 0.59
H 3.04764 4.24504 4.47415 0.33
H 2.94747 6.72124 4.54420 0.41
H 5.03154 8.04594 4.51817 0.47
C -5.35913 -3.53785 -11.09234 -0.46
C -4.22994 -4.06208 -11.71773 -0.46
C -3.10030 -4.37303 -10.96896 -0.53
C -3.09229 -4.14902 -9.59188 0.18
C -4.21432 -3.60138 -8.96960 0.17
C -5.35276 -3.30671 -9.72131 -0.56
C -4.20149 -3.31263 -7.51709 0.54
O -5.18304 -2.83735 -6.97208 -0.69
C -2.97571 -3.60187 -6.73960 0.00
C -2.92815 -3.28214 -5.38174 -0.56
C -1.78510 -3.56226 -4.63998 0.04
C -0.68964 -4.17078 -5.24859 -0.71
C -0.73089 -4.48598 -6.60231 -0.65
C -1.87103 -4.19308 -7.35285 0.21
C -1.89131 -4.49996 -8.80052 0.59
O -0.93135 -5.02870 -9.33546 -0.67
H -6.24370 -3.30394 -11.67607 0.39
H -4.23137 -4.23041 -12.78987 0.39
H -2.22541 -4.78605 -11.46100 0.46
H -6.23354 -2.89306 -9.24066 0.46
H -3.77877 -2.81077 -4.89977 0.55
H -1.74799 -3.30786 -3.58514 0.31
H 0.19910 -4.39537 -4.66741 0.48
H 0.12761 -4.95564 -7.07201 0.46

14
Properties=species:S:1:pos:R:3:mulliken_charge:R:1 method="wB97M-V/def2-TZVPD" homo_ha=-0.244 smiles=Nc1ccn(O)c1O energy_ev=-11317.391 gap_ha=0.264 lumo_ev=0.550 charge=0 de_lowest_ev=3.651
C -0.23758 -0.12119 0.97614 0.35
C 1.08890 0.39160 1.10950 -0.70
C 1.52270 0.55312 -0.20107 -0.51
C -0.63477 -0.05616 -0.41188 0.21
H -2.05873 -0.91425 1.65503 0.19
H -0.65968 -1.13964 2.65248 0.17
H 1.66317 0.42128 1.98973 0.40
H 2.52966 0.66150 -0.59763 0.37
H 0.65658 -0.05443 -2.97022 0.36
H -1.95496 0.41070 -1.60463 0.35
N -1.08450 -0.80804 1.83091 -0.46
N 0.49832 0.23463 -1.07706 0.23
O 0.51604 0.70779 -2.39502 -0.43
O -1.84519 -0.28693 -0.95627 -0.53